Here is an isolated ion of composition C4H12NP2 and charge +1 in a non-equilibrium geometry from the Open Molecules 2025 dataset. Energies are from ωB97M-V/def2-TZVPD.

Each line ends with the Mulliken charge.
CARTESIAN COORDINATES (ANGSTROEM)
C 0.9568 -0.1628 -2.5891  -0.513
P 1.5738 -0.2794 -1.0381  0.106
C 0.0852 0.2979 0.1551  -0.188
C 0.6508 1.7900 0.5517  -1.745
P -1.6397 0.2515 -0.6202  0.046
N -0.1720 -0.5628 1.3743  -0.154
C -0.2655 -1.9727 0.9742  -0.948
H 1.7119 -0.1594 -3.2922  0.324
H -0.0588 -0.1748 -2.7641  0.292
H 0.0345 2.2164 1.2532  0.523
H 0.4643 2.5367 -0.2418  0.402
H 1.5977 1.6790 0.8214  0.630
H -2.2279 0.8536 0.4945  0.080
H -1.3775 1.1920 -1.7386  0.112
H -0.9479 -0.1618 1.8426  0.414
H 0.6231 -0.3593 2.0860  0.407
H -0.6010 -2.0144 -0.0041  0.443
H 0.5719 -2.5404 1.0829  0.377
H -0.9796 -2.4291 1.6523  0.393

Cartesian forces, eV/Å:
0.909 -0.345 3.806
-0.769 0.377 0.172
0.363 2.053 -1.660
-4.413 -1.991 -3.162
1.015 -0.323 -1.649
4.631 1.266 0.577
-2.615 0.170 2.330
1.059 -0.207 -1.902
-1.857 0.304 -1.018
-1.291 0.652 2.523
0.684 -0.900 -0.295
4.184 0.072 1.233
-0.297 1.084 -0.155
-0.593 -0.181 1.633
-1.497 -0.044 0.562
-1.282 -0.816 -1.386
-0.791 -0.135 -1.767
2.913 -0.832 0.353
-0.354 -0.204 -0.195

Summary:
Structure (SMILES)   C=P[C@@](C)(P)[NH2+]C
Energy relative to the best compared isomer or geometry (same formula, charge and spin)   52.2 kcal per mole
2S+1   1
Net charge   +1
Kohn-Sham gap   9.6 eV



Here is a 2-piece molecular cluster, C4H11NO overall from the Open Molecules 2025 dataset. Energies are from ωB97M-V/def2-TZVPD.

Each line ends with the Mulliken charge.
CARTESIAN COORDINATES (ANGSTROEM)
N 0.7885 2.1469 0.0249  -0.260
C 0.2002 2.5640 1.1604  0.116
O 0.3098 3.6660 1.6273  -0.559
H 1.3677 2.7938 -0.4861  0.198
H 0.6676 1.2143 -0.3271  0.209
H -0.4090 1.7690 1.6305  0.258
C 0.8719 -1.6668 0.1354  -1.098
C -0.5984 -1.2689 0.1895  -0.059
C -1.1513 -0.9101 -1.1844  -1.097
H 1.0036 -2.5318 -0.5079  0.354
H 1.4887 -0.8608 -0.2555  0.306
H 1.2364 -1.9198 1.1266  0.284
H -1.1745 -2.1023 0.5948  0.355
H -0.7284 -0.4251 0.8728  0.051
H -1.0624 -1.7582 -1.8602  0.352
H -0.6121 -0.0750 -1.6248  0.306
H -2.1984 -0.6352 -1.1161  0.285

Cartesian forces, eV/Å:
0.313 -0.027 -0.493
-0.306 -0.518 0.169
0.043 0.522 0.234
-0.021 -0.039 0.011
-0.042 0.017 0.073
0.013 0.085 0.030
-0.279 0.028 0.139
0.104 -0.019 -0.162
0.020 -0.119 0.253
0.085 -0.122 -0.111
0.147 0.088 -0.072
0.139 -0.040 0.097
-0.047 0.051 0.103
-0.056 -0.054 0.052
-0.001 -0.047 -0.112
0.068 0.129 -0.130
-0.179 0.066 -0.081

Summary:
Structure (SMILES)   NC=O.CCC
Energy relative to the best compared isomer or geometry (same formula, charge and spin)   6.6 kcal per mole
2S+1   1
Kohn-Sham gap   11.0 eV



Here is a 3-piece molecular cluster, C5H10N2 overall in a non-equilibrium geometry from the Open Molecules 2025 dataset. Energies are from ωB97M-V/def2-TZVPD.

Each line ends with the Mulliken charge.
CARTESIAN COORDINATES (ANGSTROEM)
C -1.5315 -0.2433 0.1907  -0.339
C 1.2248 0.4712 1.5262  -1.082
N -0.1645 -0.6484 -0.2700  -0.234
C 0.9732 -0.6825 0.6041  0.676
C -0.8152 0.5363 -0.7930  0.335
C -0.5410 1.7331 -1.2760  -0.865
N 1.7309 -1.6866 0.6373  -0.682
H -0.4291 -1.5081 -1.6076  -0.274
H 1.4418 -2.4423 0.0192  0.263
H -1.6138 0.1465 1.1992  0.211
H -2.3211 -0.9272 -0.0936  0.248
H -0.9342 -1.4717 -2.3978  0.282
H 2.1365 0.2896 2.0868  0.330
H 1.3187 1.3984 0.9629  0.290
H 0.4187 0.5897 2.2501  0.293
H -1.3101 2.4868 -1.3197  0.248
H 0.4159 1.9584 -1.7186  0.299

Cartesian forces, eV/Å:
0.019 -0.232 -0.165
0.119 0.164 -0.066
-0.524 1.143 0.083
-0.070 0.129 0.271
1.142 0.127 2.021
-0.107 -0.581 -0.379
0.172 -0.168 0.182
-2.049 -0.232 -3.397
-0.153 0.210 -0.204
-0.010 0.131 -0.041
0.042 -0.164 -0.136
1.542 -0.616 2.000
0.057 -0.039 -0.081
-0.042 0.082 0.045
-0.149 0.020 -0.077
-0.129 0.031 -0.043
0.140 -0.006 -0.014

Summary:
Energy relative to the best compared isomer or geometry (same formula, charge and spin)   100.6 kcal per mole
2S+1   1
Kohn-Sham gap   10.0 eV



Here is C23H42Cl3LaN4O3Si as an isolated structure in a non-equilibrium geometry from the Open Molecules 2025 dataset. Energies are from ωB97M-V/def2-TZVPD.

Each line ends with the Mulliken charge.
CARTESIAN COORDINATES (ANGSTROEM)
C -1.8722 -2.5016 -4.7875  -2.000
C -1.4288 -2.7996 -3.3754  1.040
H -2.2669 -3.4238 -5.2407  0.486
H -1.0438 -2.1812 -5.4363  0.253
H -2.6819 -1.7616 -4.7828  0.468
C -0.9041 -4.0311 -3.1442  0.025
C -0.2936 -4.9467 -4.1744  -1.594
H -0.7492 -4.3624 -2.1227  0.592
H 0.4656 -4.4239 -4.7775  0.319
H -1.0065 -5.3784 -4.8907  0.396
H 0.2329 -5.8051 -3.7355  0.375
La 1.4897 1.7026 1.3600  1.484
Cl -1.3245 1.6078 1.7647  -0.782
Cl 3.0948 3.3411 0.0674  -0.646
H 1.1407 6.6796 4.7963  0.316
H -1.3816 6.9508 3.9723  0.332
C 1.3108 6.3482 3.7695  -0.914
C -1.0332 6.5637 3.0132  -0.933
N 0.1140 5.6978 3.2304  0.170
H 2.1255 5.6373 3.7745  0.256
C 0.0992 4.4255 2.8773  0.450
O 1.1209 3.6736 2.8410  -0.782
H -1.8531 6.0245 2.5404  0.296
H -0.8586 3.9780 2.5871  0.225
H 1.6064 7.2115 3.1690  0.324
H -0.7463 7.3912 2.3616  0.316
H 1.9639 -1.1377 -2.6395  0.106
H 2.6932 -4.0167 -1.5343  0.246
C 3.0220 -1.1958 -2.3289  -0.870
C 3.5435 -3.3759 -1.2352  -0.889
N 3.1124 -1.9824 -1.0913  0.262
H 3.3859 -0.1787 -2.1329  0.357
C 2.9597 -1.4447 0.1354  0.123
O 2.9126 -0.2267 0.4149  -0.718
H 3.9062 -3.7309 -0.2583  0.335
H 2.9164 -2.1974 0.9425  0.404
H 3.6143 -1.6987 -3.1124  0.364
H 4.3476 -3.4565 -1.9878  0.373
O -1.2477 -0.3237 -2.3055  0.011
C -1.7917 -1.7243 -2.2721  -0.816
C -0.2562 -2.7079 -0.5060  0.083
C -1.5282 -2.2278 -0.8615  0.434
H 0.5241 -2.7485 -1.2827  0.491
C -0.0391 -3.2428 0.7775  -1.081
H -2.8540 -1.6689 -2.4524  0.655
C -2.5395 -2.2459 0.0984  -0.305
H 0.8927 -3.7784 0.9443  0.442
C -1.0533 -3.2104 1.7492  -0.684
C -2.3156 -2.7103 1.4038  -0.739
H -3.5324 -1.9939 -0.2856  0.338
H -0.9080 -3.7081 2.7192  0.430
H -3.1473 -2.8155 2.1239  0.371
Si -1.0078 1.2192 -2.7422  0.880
Cl 0.7115 0.8012 -0.8998  -0.406
C 0.3506 2.7129 -3.2511  -1.276
C -2.1006 2.4350 -1.7756  -1.136
C -1.3975 0.6455 -4.4956  -0.893
H 0.9888 3.1197 -2.4562  0.245
H -0.1029 3.6217 -3.6804  0.362
H 1.0866 2.4142 -4.0052  0.310
H -0.4602 0.1017 -4.7896  0.104
H -1.5805 1.4948 -5.1621  0.453
H -2.2964 -0.0278 -4.5114  0.041
H -2.5553 1.9039 -0.9335  0.220
H -2.9260 2.7708 -2.4174  0.374
H -1.6142 3.3320 -1.3604  0.218
C 0.8588 -0.9898 6.3816  -0.854
N 0.2465 -0.1145 5.3660  0.041
C -1.1056 0.4289 5.6175  -0.662
C 0.8121 0.0212 4.2082  0.571
N 1.4632 0.1509 3.2417  -0.510
H 0.3197 -0.8301 7.3065  0.288
H 1.9135 -0.7149 6.5293  0.321
H 0.7671 -2.0512 6.1079  0.314
H -1.1423 1.4639 5.2404  0.220
H -1.8750 -0.1776 5.1136  0.281
H -1.2918 0.3992 6.6883  0.297

Cartesian forces, eV/Å:
-0.014 -0.250 -0.215
0.770 -0.207 0.169
0.077 0.231 0.125
-0.336 0.252 0.190
0.405 -0.278 -0.238
0.307 1.137 0.625
-0.130 -0.300 -0.626
0.044 0.191 -0.059
-0.303 0.033 0.118
-0.018 0.177 0.106
-0.279 0.287 0.194
-0.152 0.417 -0.227
0.165 0.162 0.394
0.545 0.576 -0.130
-0.181 0.005 -0.068
-0.016 0.135 -0.062
0.022 -0.195 -0.089
-0.170 -0.111 0.204
0.308 0.460 0.122
0.098 -0.155 -0.084
1.306 -1.353 -0.373
-1.304 1.320 0.607
0.129 -0.113 0.022
-0.101 0.294 -0.092
-0.173 -0.106 -0.066
-0.012 -0.019 0.074
0.469 0.043 0.014
0.381 0.191 -0.054
-0.268 0.165 0.137
-0.576 -0.160 0.422
0.409 0.154 0.225
-0.137 -0.273 -0.166
0.444 1.032 0.013
0.267 -1.793 -0.214
-0.034 0.020 -0.434
0.088 0.118 -0.191
-0.201 0.331 0.395
-0.357 0.110 0.437
-0.631 -4.645 1.285
0.680 0.573 0.077
-0.159 -0.118 0.366
0.525 -0.037 0.210
-0.362 0.118 0.633
-0.340 0.293 -0.627
-0.621 0.576 0.363
-0.121 -0.276 -0.305
-0.029 0.249 0.290
-0.119 -0.305 -0.410
-0.013 -0.332 -0.095
0.164 0.149 0.595
-0.002 0.395 -0.438
0.527 0.308 -0.512
0.754 2.949 -1.456
-0.456 -0.306 -1.195
0.335 -0.816 0.043
-0.673 -0.664 0.246
-0.587 0.737 -0.681
-0.316 -0.380 0.314
-0.594 -0.483 -0.001
-0.042 -0.284 -0.166
-0.945 0.369 -0.022
0.203 -0.215 -0.347
1.087 0.854 -0.081
-0.068 0.097 0.025
0.086 0.006 -0.008
0.164 -0.490 -0.355
0.274 -0.124 -0.413
-0.722 -0.152 0.939
-0.099 0.076 -0.729
1.504 0.249 -1.236
-0.913 -1.007 2.191
0.011 0.044 0.129
-0.343 -0.186 -0.099
0.117 0.305 0.042
-0.143 -0.473 0.163
0.269 0.289 0.098
0.126 0.130 -0.036

Summary:
2S+1   1
Kohn-Sham gap   7.5 eV